ORCA calculation (ωB97M-V with the def2-TZVPD basis set) on C26H52ClNO14S4Si2 as an isolated structure in a non-equilibrium geometry.

Values from the calculation:
E_HOMO = -8.8 eV
total charge = 0
frontier orbital gap = 9.011 eV

Element x y z (Å)
C -4.63 5.87 -5.76
C -5.53 4.51 -5.40
N -4.65 3.38 -4.88
C -5.27 2.66 -3.71
C -4.21 2.06 -2.61
Si -2.44 2.81 -2.68
Cl -2.36 4.92 -3.07
O -1.37 1.85 -3.76
Si 0.15 1.51 -2.94
O -0.06 0.73 -1.34
C 1.38 0.40 -3.91
C 2.70 1.35 -4.30
O 3.23 2.11 -3.31
O 3.20 1.33 -5.69
C 2.89 2.69 -6.22
C 4.07 3.86 -6.30
O 1.67 3.03 -6.67
C -4.25 2.44 -6.00
C -4.03 0.81 -5.88
O -3.99 2.98 -7.22
H -4.17 6.30 -4.78
H -3.85 5.66 -6.62
H -5.44 6.67 -6.12
H -6.12 4.25 -6.38
H -6.33 4.88 -4.62
H -6.02 3.35 -3.09
H -5.95 1.75 -4.08
H -4.64 2.31 -1.53
H -4.24 0.87 -2.68
H -1.86 2.63 -1.33
H 0.78 2.82 -2.68
H 0.24 -0.24 -1.41
H 0.93 -0.16 -4.84
H 1.82 -0.43 -3.18
H 5.11 3.45 -5.94
H 4.19 4.28 -7.41
H 3.72 4.73 -5.59
H -5.05 0.24 -6.05
H -3.34 0.50 -6.80
H -3.53 0.47 -4.88
C 1.60 -4.37 1.37
C 0.16 -3.88 1.43
C 0.16 -2.40 1.07
S 1.57 -2.15 -0.01
O 2.52 -1.30 0.67
O 1.10 -1.88 -1.35
C 2.17 -3.83 0.07
H 1.66 -5.46 1.41
H 2.16 -3.97 2.22
H -0.45 -4.43 0.71
H -0.29 -4.04 2.42
H -0.75 -2.11 0.54
H 0.30 -1.77 1.95
H 3.26 -3.84 0.03
H 1.76 -4.37 -0.79
C -4.52 2.06 3.05
C -5.83 1.30 3.24
C -6.13 0.56 1.93
S -4.54 0.24 1.17
O -4.46 0.99 -0.06
O -4.26 -1.19 1.24
C -3.56 1.07 2.41
H -4.13 2.44 3.99
H -4.68 2.91 2.37
H -5.72 0.58 4.05
H -6.66 1.98 3.50
H -6.64 -0.39 2.12
H -6.71 1.17 1.24
H -2.70 1.54 1.94
H -3.23 0.32 3.13
C 3.14 -0.56 5.84
C 3.40 0.68 4.98
C 2.77 0.43 3.61
S 1.41 -0.69 3.89
O 1.70 -1.94 3.23
O 0.16 0.02 3.68
C 1.67 -0.89 5.64
H 3.37 -0.38 6.90
H 3.76 -1.39 5.49
H 2.93 1.55 5.45
H 4.47 0.89 4.90
H 2.40 1.36 3.17
H 3.48 -0.05 2.93
H 1.41 -1.91 5.94
H 1.02 -0.18 6.16
C 6.68 -3.92 3.49
C 6.96 -5.03 4.51
C 5.75 -5.11 5.44
S 4.35 -4.55 4.48
O 3.86 -3.32 5.07
O 3.48 -5.68 4.20
C 5.26 -4.15 3.01
H 7.40 -3.93 2.67
H 6.76 -2.94 3.99
H 7.09 -5.98 3.98
H 7.88 -4.84 5.07
H 5.57 -6.14 5.77
H 5.86 -4.45 6.30
H 4.83 -3.28 2.52
H 5.21 -5.02 2.34

Atomic partial charges in e from the Löwdin method, atoms 1 to 99: C -0.12; C -0.22; N -0.13; C -0.25; C -0.29; Si 0.26; Cl 0.26; O -0.42; Si 0.51; O -0.27; C -0.13; C -0.27; O -0.04; O -0.02; C -0.25; C -0.02; O 0.00; C -0.27; C -0.03; O -0.09; H 0.03; H 0.08; H 0.08; H 0.12; H 0.12; H 0.13; H 0.13; H 0.07; H 0.10; H -0.01; H 0.03; H 0.01; H 0.11; H 0.10; H 0.09; H 0.11; H 0.10; H 0.10; H 0.11; H 0.07; C -0.23; C -0.20; C -0.22; S 0.71; O -0.31; O -0.35; C -0.22; H 0.12; H 0.08; H 0.12; H 0.12; H 0.11; H 0.05; H 0.10; H 0.11; C -0.22; C -0.22; C -0.23; S 0.69; O -0.35; O -0.32; C -0.23; H 0.12; H 0.12; H 0.12; H 0.12; H 0.11; H 0.11; H 0.11; H 0.11; C -0.23; C -0.21; C -0.21; S 0.70; O -0.35; O -0.32; C -0.22; H 0.12; H 0.08; H 0.12; H 0.12; H 0.11; H 0.10; H 0.11; H 0.11; C -0.22; C -0.22; C -0.22; S 0.68; O -0.33; O -0.32; C -0.23; H 0.12; H 0.12; H 0.12; H 0.12; H 0.11; H 0.11; H 0.11

=====

ORCA calculation (ωB97M-V with the def2-TZVPD basis set) on C26H52MgNO23 as an isolated structure in a non-equilibrium geometry.

Values from the calculation:
expectation value of S² = 0.751
E_HOMO (spin up / spin down) = -2.7 / -8.8 eV
total charge = 0
2S+1 = 2
frontier orbital gap (spin up / spin down) = 3.348 / 9.321 eV

Element x y z (Å)
Mg -0.74 2.14 1.13
N 1.43 -0.26 0.65
O 0.61 0.57 0.99
O 2.64 0.01 0.72
O 1.05 -1.34 0.22
C 1.68 -4.72 -3.09
C 1.65 -3.49 -2.24
C 0.26 -2.93 -2.57
O 0.11 -3.20 -3.99
C 0.61 -4.51 -4.17
H 1.48 -5.53 -2.38
H 2.67 -4.87 -3.52
H 2.48 -2.92 -2.66
H 1.86 -3.61 -1.18
H 0.13 -1.85 -2.51
H -0.54 -3.44 -2.04
H 0.98 -4.64 -5.19
H -0.19 -5.23 -4.05
C 0.83 -5.55 3.56
C 1.38 -5.38 2.16
C 0.86 -4.05 1.77
O -0.43 -3.98 2.31
C -0.49 -4.78 3.51
H 1.51 -5.17 4.33
H 0.69 -6.62 3.73
H 1.07 -6.16 1.47
H 2.46 -5.42 2.24
H 0.84 -3.86 0.69
H 1.40 -3.24 2.26
H -1.41 -5.36 3.54
H -0.72 -4.23 4.42
C 3.14 2.20 3.54
O 2.12 2.99 4.18
C 0.87 2.88 3.93
O 0.34 2.45 2.92
O 0.22 3.42 4.95
C -1.20 3.58 4.94
H 3.26 1.26 4.08
H 4.06 2.79 3.53
H 2.83 1.96 2.52
H -1.63 2.58 4.88
H -1.63 4.21 4.16
H -1.61 3.95 5.88
C -4.05 1.72 -1.40
O -3.02 1.41 -2.33
C -1.73 1.56 -1.98
O -1.34 1.63 -0.77
O -0.97 1.31 -3.06
C 0.45 1.18 -3.01
H -4.99 1.43 -1.86
H -4.20 2.78 -1.23
H -4.02 1.23 -0.42
H 0.71 0.15 -2.79
H 0.97 1.84 -2.32
H 0.73 1.40 -4.04
C -2.34 -1.93 -0.21
O -3.55 -2.72 -0.04
C -4.69 -2.19 -0.27
O -4.89 -1.01 -0.67
O -5.64 -3.17 -0.08
C -6.93 -2.96 -0.57
H -2.37 -1.45 -1.19
H -1.52 -2.65 -0.29
H -2.17 -1.29 0.65
H -7.38 -2.24 0.11
H -7.43 -3.92 -0.37
H -6.93 -2.64 -1.61
C 4.20 0.61 -2.21
O 4.51 1.10 -3.51
C 4.27 2.41 -3.88
O 3.68 3.27 -3.22
O 4.61 2.58 -5.12
C 4.31 3.75 -5.81
H 4.89 0.97 -1.45
H 4.08 -0.48 -2.15
H 3.22 1.00 -1.92
H 3.22 3.79 -5.83
H 4.74 3.71 -6.81
H 4.67 4.64 -5.29
C -4.58 1.69 2.56
O -4.00 0.57 3.10
C -2.77 0.33 2.88
O -2.02 1.07 2.22
O -2.44 -0.81 3.53
C -1.09 -1.22 3.40
H -4.57 2.54 3.24
H -5.62 1.41 2.39
H -4.21 1.99 1.58
H -0.78 -2.00 4.09
H -0.45 -0.36 3.61
H -0.85 -1.48 2.37
C 3.70 5.32 0.43
O 2.79 4.23 0.57
C 1.57 4.15 -0.09
O 0.67 3.34 0.20
O 1.50 5.12 -1.00
C 0.52 4.97 -2.01
H 4.38 5.03 -0.37
H 4.28 5.53 1.32
H 3.14 6.22 0.15
H -0.05 4.04 -2.05
H 1.01 5.08 -2.97
H -0.18 5.78 -1.81

Atomic partial charges in e from the Löwdin method, atoms 1 to 99: Mg 0.52; N -0.57; O -0.08; O -0.01; O 0.00; C -0.18; C -0.17; C -0.18; O -0.14; C -0.21; H 0.11; H 0.11; H 0.11; H 0.09; H 0.10; H 0.11; H 0.12; H 0.11; C -0.16; C -0.18; C -0.24; O -0.15; C -0.19; H 0.11; H 0.11; H 0.12; H 0.12; H 0.10; H 0.13; H 0.11; H 0.10; C 0.02; O 0.04; C -0.59; O 0.04; O 0.03; C -0.04; H 0.10; H 0.10; H 0.08; H 0.08; H 0.08; H 0.09; C -0.07; O 0.03; C -0.46; O 0.00; O 0.02; C -0.01; H 0.10; H 0.09; H 0.06; H 0.09; H 0.08; H 0.11; C 0.03; O 0.04; C -0.55; O 0.06; O -0.03; C -0.07; H 0.10; H 0.08; H 0.09; H 0.09; H 0.10; H 0.10; C -0.04; O -0.02; C -0.56; O 0.09; O 0.01; C -0.04; H 0.10; H 0.09; H 0.06; H 0.10; H 0.10; H 0.10; C -0.05; O 0.07; C -0.55; O 0.02; O 0.04; C -0.03; H 0.10; H 0.11; H 0.07; H 0.09; H 0.09; H 0.08; C -0.04; O -0.02; C -0.46; O 0.01; O -0.01; C -0.03; H 0.10; H 0.09

=====

ORCA calculation (ωB97M-V with the def2-TZVPD basis set) on a 3-piece molecular cluster, C26H52N2O6PSSi overall in a non-equilibrium geometry.

Values from the calculation:
E_HOMO = -10.9 eV
total charge = +1
frontier orbital gap = 6.914 eV

Element x y z (Å)
C -1.27 4.82 2.66
C -0.78 4.41 1.25
P -2.15 4.11 0.05
C -1.34 3.81 -1.59
C -3.11 2.52 0.51
C -4.60 2.87 0.54
C -5.56 2.08 -0.02
C -6.90 2.37 0.05
C -7.23 3.52 0.73
C -6.20 4.27 1.24
N -4.91 4.00 1.17
C -2.87 1.98 1.93
S -1.35 1.00 1.76
C -1.90 0.51 0.17
Si -1.21 -1.13 -0.55
C -0.90 -1.02 -2.40
C 0.36 -1.49 0.43
C -2.38 -2.55 -0.15
N -2.75 1.36 -0.32
H -2.28 5.22 2.64
H -0.58 5.52 3.15
H -1.27 3.93 3.30
H -0.14 3.53 1.35
H -0.13 5.20 0.89
H -0.43 3.20 -1.50
H -2.04 3.23 -2.19
H -1.13 4.75 -2.08
H -5.26 1.17 -0.53
H -7.65 1.72 -0.38
H -8.26 3.82 0.85
H -6.47 5.19 1.75
H -3.70 1.27 2.08
H -2.98 2.68 2.75
H -0.43 -1.95 -2.72
H -1.84 -0.85 -2.93
H -0.23 -0.19 -2.61
H 0.11 -2.07 1.32
H 0.91 -0.59 0.71
H 1.02 -2.13 -0.16
H -1.82 -3.48 -0.34
H -3.26 -2.57 -0.80
H -2.65 -2.56 0.90
H -3.12 1.19 -1.25
C 2.95 3.04 -1.99
O 3.45 4.19 -1.37
C 2.73 4.55 -0.20
C 3.63 5.25 0.80
O 4.51 4.38 1.50
C 5.61 3.84 0.78
C 6.69 4.84 0.44
O 6.29 5.66 -0.65
C 6.89 6.94 -0.62
H 1.95 3.22 -2.40
H 3.63 2.77 -2.80
H 2.91 2.20 -1.28
H 2.29 3.67 0.27
H 1.93 5.24 -0.50
H 2.99 5.68 1.58
H 4.17 6.08 0.35
H 5.28 3.30 -0.11
H 6.05 3.10 1.45
H 7.60 4.31 0.15
H 6.90 5.46 1.32
H 6.68 7.45 0.32
H 6.46 7.52 -1.43
H 7.97 6.87 -0.77
C -1.47 -8.98 -2.71
O -0.37 -8.58 -1.91
C 0.09 -7.28 -2.21
C 0.69 -6.62 -0.99
O -0.27 -6.16 -0.04
C -0.96 -7.16 0.72
C -0.10 -7.87 1.74
O 0.74 -8.83 1.11
C 1.93 -9.06 1.83
H -1.17 -9.10 -3.75
H -1.83 -9.93 -2.33
H -2.28 -8.25 -2.64
H -0.72 -6.66 -2.60
H 0.87 -7.37 -2.98
H 1.21 -5.72 -1.32
H 1.44 -7.25 -0.51
H -1.47 -7.87 0.06
H -1.74 -6.62 1.26
H -0.74 -8.40 2.45
H 0.50 -7.13 2.28
H 2.49 -8.12 1.98
H 2.55 -9.73 1.23
H 1.73 -9.53 2.80

Listed below, in e, are the Löwdin charges computed for each atom: C -0.15; C -0.44; P 1.03; C -0.27; C -0.54; C -0.33; C -0.04; C -0.04; C -0.04; C -0.12; N 0.12; C -0.37; S 1.04; C -0.48; Si 0.53; C -0.16; C -0.18; C -0.15; N 0.02; H 0.06; H 0.07; H 0.05; H 0.04; H 0.07; H 0.02; H 0.03; H 0.04; H 0.11; H 0.12; H 0.12; H 0.12; H 0.10; H 0.09; H 0.05; H 0.03; H 0.04; H 0.04; H 0.02; H 0.05; H 0.04; H 0.04; H 0.04; H 0.16; C -0.11; O -0.19; C -0.21; C -0.18; O -0.12; C -0.18; C -0.20; O -0.20; C -0.11; H 0.07; H 0.09; H 0.08; H 0.12; H 0.12; H 0.13; H 0.12; H 0.12; H 0.13; H 0.13; H 0.13; H 0.09; H 0.09; H 0.09; C -0.11; O -0.20; C -0.21; C -0.18; O -0.15; C -0.18; C -0.20; O -0.20; C -0.11; H 0.09; H 0.09; H 0.09; H 0.12; H 0.13; H 0.12; H 0.12; H 0.12; H 0.12; H 0.13; H 0.13; H 0.09; H 0.09; H 0.09

=====

ORCA calculation (ωB97M-V with the def2-TZVPD basis set) on a 10-piece molecular cluster, C26H52O37S7 overall in a non-equilibrium geometry.

Values from the calculation:
E_HOMO = -10.7 eV
total charge = 0
frontier orbital gap = 10.727 eV
ΔE to the lowest compared entry with this formula, charge and spin = 175.09 kcal/mol

Element x y z (Å)
O 4.51 6.33 -1.89
S 5.47 7.23 -1.27
O 6.07 6.77 -0.06
O 6.60 7.57 -2.46
C 7.09 8.91 -2.38
C 6.18 9.67 -1.38
O 5.05 8.78 -1.19
H 8.14 8.97 -2.07
H 7.16 9.33 -3.38
H 5.79 10.62 -1.74
H 6.63 9.82 -0.40
O 4.87 8.80 -8.27
S 3.76 7.98 -8.81
O 2.73 8.73 -9.50
O 4.29 6.68 -9.66
C 4.01 5.36 -9.11
C 2.85 5.64 -8.14
O 3.15 6.97 -7.67
H 3.51 4.82 -9.92
H 4.90 4.86 -8.72
H 2.65 4.86 -7.41
H 1.95 5.75 -8.75
O -4.95 1.87 -5.92
S -4.71 3.17 -5.26
O -3.37 3.77 -5.36
O -5.73 4.34 -5.90
C -6.77 4.63 -5.07
C -6.09 4.36 -3.61
O -5.35 3.23 -3.75
H -7.19 5.63 -5.17
H -7.53 3.85 -5.12
H -6.85 4.26 -2.84
H -5.43 5.20 -3.36
O -5.27 -2.12 8.46
S -6.19 -1.12 7.94
O -7.64 -1.11 8.28
O -5.52 0.38 8.10
C -5.18 1.05 6.86
C -5.85 0.22 5.80
O -5.93 -1.07 6.33
H -5.50 2.07 7.04
H -4.10 0.94 6.74
H -5.33 0.06 4.85
H -6.91 0.40 5.68
O -5.79 -3.89 -0.52
S -5.99 -2.66 -1.23
O -6.32 -1.39 -0.61
O -4.63 -2.44 -2.12
C -4.69 -3.14 -3.32
C -6.09 -3.55 -3.61
O -6.81 -2.93 -2.64
H -4.24 -2.50 -4.07
H -3.98 -3.94 -3.13
H -6.17 -4.63 -3.46
H -6.36 -3.31 -4.64
O 5.81 -3.73 7.63
S 5.50 -4.21 8.94
O 6.00 -3.39 10.08
O 3.95 -4.71 9.19
C 3.92 -5.74 10.11
C 5.13 -6.62 9.86
O 6.01 -5.77 9.20
H 3.90 -5.35 11.13
H 2.99 -6.30 10.02
H 4.85 -7.44 9.19
H 5.57 -7.08 10.74
O -0.27 -6.17 -9.11
S -0.12 -7.38 -8.38
O -1.09 -8.46 -8.43
O 1.34 -7.95 -8.65
C 2.26 -7.69 -7.65
C 1.59 -6.69 -6.70
O 0.19 -7.06 -6.81
H 2.15 -8.67 -7.18
H 3.24 -7.42 -8.05
H 1.66 -5.61 -6.78
H 1.74 -6.97 -5.65
C -6.90 7.47 5.27
C -5.70 7.41 4.34
O -5.49 6.07 3.87
C -4.56 5.84 2.96
O -3.76 6.64 2.57
O -4.60 4.47 2.64
C -3.53 3.84 2.03
H -7.81 7.34 4.69
H -7.03 8.39 5.83
H -7.02 6.68 6.01
H -4.81 7.62 4.92
H -5.80 8.14 3.54
H -3.23 4.24 1.07
H -3.40 2.76 2.12
H -2.70 4.14 2.67
C 1.66 -2.32 2.70
C 0.52 -1.55 2.10
O 1.04 -0.78 0.92
C 1.14 -1.18 -0.39
O 0.81 -2.24 -0.80
O 1.77 -0.23 -0.96
C 1.84 -0.15 -2.32
H 2.63 -1.83 2.66
H 1.87 -3.07 1.94
H 1.51 -2.84 3.64
H 0.10 -0.81 2.78
H -0.34 -2.16 1.84
H 1.79 -1.10 -2.85
H 2.78 0.35 -2.58
H 0.92 0.39 -2.55
C 6.40 -5.54 1.82
C 6.13 -6.77 2.75
O 4.82 -7.22 2.54
C 4.25 -8.18 3.36
O 4.72 -8.53 4.42
O 3.05 -8.51 2.82
C 2.35 -7.83 1.81
H 6.97 -5.75 0.92
H 7.04 -4.90 2.43
H 5.53 -4.90 1.65
H 6.30 -6.51 3.80
H 6.91 -7.49 2.50
H 1.42 -8.38 1.63
H 2.98 -7.92 0.93
H 2.20 -6.77 2.03

Atomic partial charges in e from the Löwdin method, atoms 1 to 99: O -0.24; S 0.69; O -0.23; O -0.20; C -0.17; C -0.13; O -0.22; H 0.12; H 0.13; H 0.13; H 0.12; O -0.26; S 0.72; O -0.25; O -0.23; C -0.13; C -0.15; O -0.22; H 0.13; H 0.13; H 0.14; H 0.12; O -0.25; S 0.76; O -0.25; O -0.20; C -0.20; C -0.21; O -0.18; H 0.13; H 0.12; H 0.13; H 0.13; O -0.25; S 0.74; O -0.26; O -0.23; C -0.13; C -0.20; O -0.22; H 0.14; H 0.13; H 0.14; H 0.13; O -0.22; S 0.73; O -0.23; O -0.20; C -0.22; C -0.22; O -0.19; H 0.13; H 0.13; H 0.13; H 0.14; O -0.22; S 0.76; O -0.27; O -0.19; C -0.22; C -0.19; O -0.20; H 0.13; H 0.14; H 0.13; H 0.14; O -0.22; S 0.65; O -0.23; O -0.21; C -0.17; C -0.14; O -0.21; H 0.14; H 0.14; H 0.13; H 0.13; C -0.07; C -0.20; O 0.04; C -0.55; O 0.15; O -0.04; C -0.10; H 0.07; H 0.08; H 0.08; H 0.13; H 0.13; H 0.10; H 0.10; H 0.09; C -0.08; C -0.18; O -0.01; C -0.64; O 0.15; O 0.03; C -0.05